{
  "formula": "C5H8O",
  "method": "ωB97M-V with the def2-TZVPD basis set",
  "symbols": ["C", "C", "C", "C", "O", "C", "H", "H", "H", "H", "H", "H", "H", "H"],
  "positions_angstrom": [[1.640, 0.158, -0.273], [0.535, 0.250, 0.749], [-0.752, 0.884, 0.219], [-1.465, -0.325, -0.392], [-0.415, -1.125, -0.934], [0.690, -0.989, -0.077], [1.545, 0.791, -1.152], [2.660, 0.008, 0.072], [0.751, 0.267, 1.814], [-0.516, 1.605, -0.573], [-1.335, 1.399, 0.986], [-2.156, -0.079, -1.203], [-2.015, -0.883, 0.383], [1.073, -1.927, 0.317]],
  "de_lowest_kj_mol": 143.2,
  "smiles": "C1C[C@@H]2C[C@@H]2O1",
  "total_charge": 0,
  "molar_mass_da": 84.12,
  "homo_ev": -9.33
}

{
  "formula": "C5H8O",
  "method": "ωB97M-V with the def2-TZVPD basis set",
  "symbols": ["C", "C", "O", "C", "C", "C", "H", "H", "H", "H", "H", "H", "H", "H"],
  "positions_angstrom": [[-1.734, -0.689, 0.090], [-0.768, 0.397, -0.298], [-0.210, 1.122, 0.853], [1.087, 0.944, 0.315], [1.429, -0.712, 0.302], [0.644, 0.057, -0.731], [-2.584, -0.261, 0.630], [-1.236, -1.425, 0.726], [-2.113, -1.189, -0.808], [-1.212, 1.117, -0.997], [1.811, 1.737, 0.373], [2.448, -0.891, -0.041], [1.378, -0.319, 1.322], [1.045, 0.143, -1.731]],
  "de_lowest_kj_mol": 403.5,
  "total_charge": 0,
  "molar_mass_da": 84.12,
  "homo_ev": -8.26
}

Please write out number 1 again, unchanged.
{
  "formula": "C5H8O",
  "method": "ωB97M-V with the def2-TZVPD basis set",
  "symbols": ["C", "C", "C", "C", "O", "C", "H", "H", "H", "H", "H", "H", "H", "H"],
  "positions_angstrom": [[1.640, 0.158, -0.273], [0.535, 0.250, 0.749], [-0.752, 0.884, 0.219], [-1.465, -0.325, -0.392], [-0.415, -1.125, -0.934], [0.690, -0.989, -0.077], [1.545, 0.791, -1.152], [2.660, 0.008, 0.072], [0.751, 0.267, 1.814], [-0.516, 1.605, -0.573], [-1.335, 1.399, 0.986], [-2.156, -0.079, -1.203], [-2.015, -0.883, 0.383], [1.073, -1.927, 0.317]],
  "de_lowest_kj_mol": 143.2,
  "smiles": "C1C[C@@H]2C[C@@H]2O1",
  "total_charge": 0,
  "molar_mass_da": 84.12,
  "homo_ev": -9.33
}

What did the first record say?
{
  "formula": "C5H8O",
  "method": "ωB97M-V with the def2-TZVPD basis set",
  "symbols": ["C", "C", "C", "C", "O", "C", "H", "H", "H", "H", "H", "H", "H", "H"],
  "positions_angstrom": [[1.640, 0.158, -0.273], [0.535, 0.250, 0.749], [-0.752, 0.884, 0.219], [-1.465, -0.325, -0.392], [-0.415, -1.125, -0.934], [0.690, -0.989, -0.077], [1.545, 0.791, -1.152], [2.660, 0.008, 0.072], [0.751, 0.267, 1.814], [-0.516, 1.605, -0.573], [-1.335, 1.399, 0.986], [-2.156, -0.079, -1.203], [-2.015, -0.883, 0.383], [1.073, -1.927, 0.317]],
  "de_lowest_kj_mol": 143.2,
  "smiles": "C1C[C@@H]2C[C@@H]2O1",
  "total_charge": 0,
  "molar_mass_da": 84.12,
  "homo_ev": -9.33
}